Entry 1:
{"formula": "C30H33N6OSTc", "method": "wB97M-V/def2-TZVPD", "largest_force_ev_per_a": 2.003, "total_charge": 3, "spin_multiplicity": 4, "mol_weight_g_mol": 623.702, "energy_ha": -2044.80377, "elements": ["H", "H", "C", "N", "C", "C", "H", "C", "H", "H", "N", "C", "N", "C", "H", "H", "O", "C", "H", "H", "S", "C", "H", "C", "C", "H", "C", "H", "H", "C", "C", "C", "H", "H", "C", "C", "H", "C", "H", "H", "C", "Tc", "H", "N", "H", "C", "H", "C", "H", "H", "C", "C", "H", "H", "H", "C", "H", "C", "C", "N", "H", "C", "H", "H", "C", "C", "H", "H", "N", "C", "C", "H"], "positions_angstrom": [[-5.83963, -4.16473, 1.03008], [-1.60993, 0.34177, -4.02962], [0.76987, 1.81437, 1.05518], [-1.57633, 2.24717, 1.68628], [-0.66713, -1.57993, -3.81102], [3.87727, -0.40403, 1.03588], [0.93187, -2.92863, 2.63208], [-1.34803, -0.21533, -1.98112], [-2.88843, 2.44857, 3.33918], [4.95337, -0.34173, 1.02348], [-2.75953, -1.82183, 1.02728], [3.24677, -1.63583, 1.15888], [-1.18803, -0.48863, 3.26598], [-0.42753, -2.26543, -1.52282], [-0.53793, 1.40387, 3.92608], [2.53167, 3.89287, 1.29398], [2.12087, 3.80557, -5.27202], [1.71977, 0.63337, 1.01858], [-0.00953, 1.97307, -1.56652], [3.53637, 5.23687, -0.48952], [3.22907, 5.23397, -3.28172], [-1.25003, -0.40813, -3.34382], [0.96607, 2.33417, 2.00848], [3.10287, 0.74257, 0.98098], [-2.62723, -3.14103, 1.26848], [-3.10663, 0.96407, 2.38148], [1.86527, -1.67343, 1.21748], [0.14607, -3.46363, -3.20832], [-0.74323, -4.18923, -0.72102], [-0.65353, 1.29207, 1.01428], [-4.98163, -3.51133, 1.01578], [-1.24973, -3.65703, 1.59928], [-1.80773, 0.67907, -1.58712], [-1.19693, -4.73413, 1.40028], [4.39297, 3.16467, -4.74642], [-5.11273, -2.15993, 0.72648], [0.93947, -3.67323, -0.71842], [-0.27603, -2.52623, -2.88112], [-1.98373, 0.81487, 4.73988], [-4.05543, -0.30183, 0.53648], [2.36667, 4.33637, -2.04372], [-0.90383, -0.80013, 0.98868], [3.56877, 1.71247, 0.92888], [-0.21673, -2.91153, 0.87998], [0.97377, 3.35917, -3.35062], [-0.08413, -3.33703, -0.52092], [-1.02743, 3.03457, 2.06248], [0.77437, 2.67897, -1.33602], [4.41667, 2.46877, -3.90472], [-0.39493, -0.84403, 3.79888], [-1.47823, 0.87227, 3.77068], [1.08767, -2.92613, 1.54668], [-3.56663, -5.04453, 1.51518], [1.66797, -3.82653, 1.31398], [-6.07373, -1.72813, 0.50268], [2.76447, 4.51937, -0.71782], [3.82017, -2.54423, 1.23278], [1.33427, 3.44567, -2.33882], [1.22207, 2.79567, -0.02482], [-0.90493, -1.09883, -1.07262], [-0.53673, -1.75443, -4.86832], [-3.71183, -4.00303, 1.28008], [-2.24133, 2.64627, 1.01138], [-1.09523, -3.52893, 2.67628], [-2.37013, 1.64927, 2.80628], [-3.98643, -1.36003, 0.75118], [5.25947, 3.81677, -4.65852], [-1.98313, -1.07383, 3.52648], [1.11887, -0.55883, 1.10578], [2.19387, 3.75137, 0.27748], [3.13067, 3.91637, -4.68412], [4.44287, 2.59887, -5.67652]], "lowdin_charge": [0.132, 0.121, -0.241, 0.002, -0.012, 0.001, 0.138, -0.129, 0.143, 0.129, -0.058, 0.024, -0.050, -0.224, 0.127, 0.136, 0.139, -0.197, 0.094, 0.127, 1.231, -0.027, 0.148, 0.024, -0.247, 0.109, -0.217, 0.133, 0.151, -0.234, 0.003, -0.117, 0.097, 0.146, -0.022, -0.013, 0.146, 0.012, 0.137, 0.110, -0.481, 1.275, 0.116, -0.255, 0.113, -0.076, 0.171, 0.027, 0.110, 0.103, -0.190, -0.104, 0.132, 0.147, 0.125, -0.041, 0.132, -0.026, -0.144, -0.044, 0.128, 0.019, 0.176, 0.135, -0.119, -0.107, 0.102, 0.099, -0.008, -0.007, -0.596, 0.118]}

***

Entry 2:
{"formula": "C30H33N7PPb", "method": "wB97M-V/def2-TZVPD", "largest_force_ev_per_a": 0.809, "total_charge": 1, "mol_weight_g_mol": 729.817, "energy_ha": -2080.28401, "elements": ["C", "N", "H", "H", "H", "H", "C", "C", "C", "C", "H", "C", "N", "H", "N", "C", "H", "C", "C", "C", "C", "N", "H", "C", "H", "C", "C", "C", "H", "H", "H", "H", "P", "H", "H", "N", "H", "H", "C", "C", "H", "H", "C", "C", "C", "C", "C", "H", "C", "C", "C", "H", "N", "H", "C", "H", "C", "H", "H", "H", "H", "C", "H", "C", "H", "C", "H", "Pb", "N", "H", "H", "H"], "positions_angstrom": [[3.65167, 1.68000, -3.56016], [-0.45359, -4.65233, -0.23457], [-2.67936, -5.61484, -2.34677], [4.06669, 2.00392, 5.05986], [-3.47449, 0.36788, 1.31520], [-1.56822, -5.89038, 1.09216], [-0.42560, 1.53581, -2.81059], [-0.00825, 2.06106, -4.03707], [1.75551, 1.27585, -2.06171], [-2.84695, -4.71960, -1.74457], [-4.72191, 1.14453, 0.33564], [-0.56113, -3.46260, 0.66050], [2.05051, 0.83480, 0.27627], [-3.06489, -2.09675, -1.79644], [0.42041, 1.16248, -1.87627], [4.49910, 1.25259, 3.09910], [-0.69660, 2.43342, 5.32668], [-2.23543, 4.33464, 0.22679], [4.47870, 1.24968, -2.56339], [1.77437, 1.30697, 2.61078], [1.33531, 2.12321, -4.29012], [0.43718, 1.21806, 2.42765], [0.82488, 3.58512, -0.70665], [-0.52309, -4.23597, -1.70875], [-4.27062, -3.68344, 0.25524], [3.99057, 0.91464, -1.29017], [2.65104, 0.99316, 1.50480], [-1.59408, -5.64445, 0.03085], [-1.48116, 1.43812, -2.57634], [-3.42712, 0.23305, -0.45026], [-0.73553, 2.40162, -4.75984], [-3.81547, -4.29738, -2.00444], [-2.14378, -2.45435, 0.43369], [0.87177, 3.55753, 1.05800], [4.72441, 0.58733, 1.11028], [-2.83973, -5.08435, -0.33350], [1.75158, 2.50921, 5.79124], [-1.38579, -6.53159, -0.56876], [3.68104, 1.69152, 4.09869], [-2.08868, -2.43356, -1.44208], [5.54462, 1.18378, -2.73909], [1.71109, 2.50610, -5.23080], [-2.87831, 2.18623, 0.30569], [1.37079, 2.14401, 4.84556], [-3.25563, -3.97663, 0.52847], [0.32304, 3.94547, 0.19564], [-3.65953, 0.91068, 0.38210], [0.23995, -3.47281, -1.86405], [-0.40344, 1.59519, 3.36512], [0.02616, 2.09909, 4.59659], [2.64147, 0.98300, -0.95640], [-1.45959, 1.51481, 3.13049], [-1.80683, -3.73968, -2.03331], [0.43778, -5.12181, -0.07094], [-3.36078, 3.47164, 0.27494], [-3.28729, -4.32291, 1.56394], [2.29196, 1.71920, 3.86426], [4.72158, 0.60522, -0.56987], [0.38634, 5.03199, 0.20904], [-0.29096, -5.12383, -2.29874], [-4.40062, 3.76010, 0.28882], [-1.11622, 3.53789, 0.22984], [5.56540, 1.17944, 3.26944], [4.00071, 0.91432, 1.83033], [4.03001, 1.99626, -4.52295], [2.26426, 1.69623, -3.31686], [0.29969, -2.81428, 0.48871], [-0.24134, 0.38300, 0.30409], [-1.50183, 2.21926, 0.27837], [-0.53253, -3.80683, 1.69562], [-2.23731, 5.41297, 0.19346], [-1.34590, -1.71172, -1.78848]], "lowdin_charge": [-0.048, -0.074, 0.141, 0.114, 0.049, 0.145, -0.127, -0.033, -0.174, -0.150, 0.080, -0.288, -0.069, 0.097, -0.042, -0.070, 0.112, -0.067, -0.071, -0.170, 0.009, -0.046, 0.063, -0.107, 0.096, -0.014, -0.222, -0.113, 0.116, 0.036, 0.112, 0.140, 0.961, 0.062, 0.075, -0.156, 0.124, 0.147, -0.047, -0.334, 0.111, 0.124, -0.423, 0.010, -0.308, -0.030, -0.090, 0.148, -0.117, -0.031, -0.222, 0.116, -0.152, 0.183, -0.072, 0.093, -0.152, 0.074, 0.082, 0.148, 0.096, -0.385, 0.111, -0.014, 0.113, -0.154, 0.067, 1.291, -0.132, 0.101, 0.097, 0.061]}

***

Entry 3:
{"formula": "C30H34AsN11O10S4W", "method": "wB97M-V/def2-TZVPD", "largest_force_ev_per_a": 5.593, "spin_multiplicity": 3, "mol_weight_g_mol": 1095.699, "energy_ha": -6413.89370, "elements": ["C", "O", "H", "S", "S", "C", "H", "C", "H", "C", "C", "C", "C", "N", "C", "H", "N", "H", "C", "O", "H", "N", "C", "C", "S", "H", "H", "H", "C", "O", "H", "H", "H", "C", "H", "H", "H", "H", "C", "N", "H", "H", "N", "H", "C", "N", "H", "H", "S", "C", "C", "N", "O", "H", "C", "N", "H", "H", "N", "H", "C", "C", "O", "H", "C", "C", "C", "H", "H", "C", "As", "C", "N", "O", "C", "W", "O", "C", "N", "C", "O", "H", "H", "H", "H", "C", "O", "H", "O", "C", "H"], "positions_angstrom": [[2.94105, 5.23831, 2.12773], [1.17663, -1.57770, 0.39990], [-2.47755, -0.02406, 7.11141], [-4.27306, -1.07656, -1.12706], [-4.69603, -1.76189, 1.71586], [-0.16588, 1.09495, -5.47858], [-3.26059, 4.57650, 1.21573], [0.78628, -5.49304, -2.56603], [-6.54265, -1.80521, -0.80239], [3.49254, 2.52033, 2.22939], [-0.09205, 2.90225, -3.81754], [3.52407, 4.68883, 3.27577], [0.47805, -3.53978, -1.19641], [-1.31647, 1.01512, -2.00916], [-5.59535, -2.34162, -0.79392], [1.41171, -2.68638, -4.37362], [-2.45778, -0.26765, 2.20086], [0.46457, -5.50107, -0.43134], [3.81892, 3.32158, 3.30170], [-0.21696, -0.25483, 1.83877], [-2.91228, -0.46163, 4.70636], [-0.48288, 1.54142, -4.13772], [-1.10642, 4.46722, 1.17609], [-2.52341, 2.62851, 0.71612], [2.20120, 1.98455, -0.08589], [0.71182, 3.18637, -4.49495], [3.13607, 0.09606, -3.30045], [-0.90198, 5.49471, 1.43652], [1.12046, -4.66599, -3.64952], [1.25643, 1.04386, 3.62794], [-0.92628, 3.60013, -3.94575], [1.42268, -5.11846, -4.58003], [2.71916, 6.29545, 2.10542], [0.24647, 0.72892, 4.47201], [3.68508, 1.45959, 2.23875], [-2.47986, -2.29353, -3.61877], [-1.67184, -3.60308, -3.00511], [1.42210, 1.41573, 6.09538], [-0.76868, 0.66012, -3.15218], [-0.53183, -0.64627, -3.47193], [-1.96470, -2.20896, -1.11830], [2.15619, 4.83134, 0.16898], [0.77268, 1.52982, 0.58288], [-0.81405, 0.26109, -5.75071], [-2.39361, 3.95688, 1.05636], [-1.34224, -1.44676, -1.40498], [1.05977, 0.72133, 2.73038], [-1.60546, 1.99417, -2.03507], [0.43847, -2.88294, 0.45912], [2.89472, 3.07963, 1.11323], [0.55435, -4.90205, -1.32711], [-1.43060, 1.83811, 0.50594], [0.97419, -3.87129, 1.33676], [-4.58329, -3.79825, 0.45042], [1.09656, -3.30950, -3.54683], [-0.01641, 3.70508, 0.98972], [0.88674, 0.80029, -5.57709], [-6.25058, -3.43367, 0.95631], [-1.56433, -2.70568, -3.46242], [-0.37657, 1.92035, -6.16173], [-1.96886, -0.05760, 5.03660], [-5.34010, -3.01785, 0.53214], [1.91390, 2.68514, -1.31469], [0.79777, -6.56339, -2.67064], [-0.99112, 0.18526, 4.06564], [-1.72318, 0.19092, 6.37010], [-3.62504, -1.11473, 0.50171], [-5.57245, -3.05236, -1.61706], [0.31132, 2.96019, -2.80445], [0.62708, -2.62207, -2.33609], [1.90214, -1.11514, -1.77788], [-0.49668, 0.70986, 6.76696], [3.85066, 5.49258, 4.34037], [3.00989, 0.79893, -0.17478], [-1.24871, -0.12839, 2.66473], [-0.43741, -0.18100, -0.04898], [-0.93740, -2.47240, 0.79678], [0.46776, 0.99293, 5.82167], [-2.52401, -0.46014, 0.82513], [-0.78189, -1.80062, -2.63763], [2.32674, -0.40886, -3.46236], [4.02717, 5.03371, 5.21782], [3.37985, 6.37906, 4.40705], [-0.28741, 0.88270, 7.81266], [-3.48163, 2.14458, 0.58505], [-0.21209, 2.43749, 0.69974], [0.86466, 0.11599, -1.35058], [0.20951, -0.80003, -4.14644], [3.36995, -1.71146, -1.46080], [2.62773, 4.43621, 1.05312], [4.27988, 2.89413, 4.18039]], "lowdin_charge": [-0.029, -0.426, 0.099, 0.942, 0.949, -0.052, 0.102, -0.055, 0.072, -0.062, -0.039, -0.319, -0.237, 0.061, -0.477, 0.112, 0.036, 0.117, -0.022, -0.261, 0.109, -0.134, -0.066, -0.063, 0.673, 0.094, 0.039, 0.115, -0.076, 0.070, 0.090, 0.107, 0.107, -0.232, 0.120, 0.079, 0.088, 0.116, -0.428, 0.125, 0.046, 0.106, -0.194, 0.093, -0.044, -0.155, 0.076, 0.073, 0.567, -0.293, -0.056, 0.005, -0.240, 0.081, -0.049, 0.164, 0.093, 0.079, 0.125, 0.092, -0.018, -0.485, -0.292, 0.101, -0.067, -0.090, -0.891, 0.073, 0.061, -0.320, 1.011, -0.074, 0.104, -0.305, -0.344, 1.867, -0.373, -0.009, -0.206, -0.579, -0.260, 0.092, 0.092, 0.105, 0.119, -0.463, -0.604, 0.103, -0.390, -0.085, 0.113]}